1.
Below is C40H36F3N9O3S2Y as an isolated structure, with properties calculated with ωB97M-V/def2-TZVPD.

```
94
Properties=species:S:1:pos:R:3:forces:R:3
Y -0.11458 -0.43135 0.04561 -0.16 0.00 -0.66
N 4.22659 0.14346 1.58545 -0.02 -0.01 0.07
C 2.89914 0.11482 1.47989 0.16 0.01 -0.11
N 2.24301 0.33895 0.37798 -0.13 0.08 0.00
C 2.94949 0.58843 -0.79838 -0.06 0.11 0.09
N 2.36995 0.74203 -1.94478 0.18 0.03 -0.17
N 1.00884 0.57265 -1.89845 -0.05 -0.04 0.12
C 0.37329 0.76335 -2.98495 -0.02 -0.09 0.01
C -1.07952 0.57012 -2.99821 -0.12 -0.04 -0.01
C -1.81902 0.86492 -4.13234 0.14 0.02 -0.03
C -3.19405 0.70053 -4.10243 -0.10 -0.02 0.03
C -3.78514 0.23514 -2.94192 0.07 0.03 -0.08
C -2.97354 -0.05224 -1.85236 -0.06 0.01 -0.08
N -1.65328 0.11471 -1.87011 -0.07 0.00 0.05
C 4.40555 0.69138 -0.73086 0.02 -0.06 0.10
C 5.19044 0.99714 -1.84545 0.02 -0.02 -0.03
C 6.56332 1.04135 -1.73608 -0.02 0.01 -0.01
C 7.17604 0.77889 -0.50939 -0.04 -0.01 0.00
C 6.41750 0.47777 0.60184 0.07 -0.01 0.10
C 5.03214 0.43716 0.48857 0.03 0.04 -0.23
H 4.65786 -0.11411 2.45929 -0.05 0.01 0.03
H 2.35397 -0.12114 2.38097 0.00 -0.05 0.01
H 0.87765 1.04618 -3.90628 0.09 0.06 0.07
H -1.31816 1.21911 -5.02365 0.00 0.00 0.01
H -3.79202 0.92885 -4.97450 0.00 0.00 0.00
H -4.85305 0.08507 -2.87588 0.00 -0.01 0.03
H -3.39724 -0.43221 -0.93051 0.03 0.00 0.02
H 4.69196 1.18571 -2.78534 0.02 0.00 -0.01
H 7.16892 1.27628 -2.60016 -0.01 0.00 0.00
H 8.25377 0.81086 -0.42635 0.00 0.00 0.00
H 6.89020 0.27424 1.55512 -0.01 0.00 0.00
F -3.85483 -2.29817 5.26415 0.00 -0.01 -0.04
C -3.46405 -2.23923 3.97615 0.03 -0.09 0.04
F -3.20296 -3.49303 3.58595 -0.04 0.05 0.02
F -4.51993 -1.80093 3.27276 0.00 0.03 -0.01
C -2.26511 -1.33807 3.82084 -0.03 -0.01 -0.05
C -1.73628 -0.70976 4.92668 0.08 0.08 -0.02
C -0.64315 0.14182 4.78418 -0.10 -0.07 0.04
C -0.12603 0.30398 3.52280 0.13 0.14 0.00
N -0.60380 -0.31489 2.44047 -0.11 -0.18 0.34
C -1.67970 -1.13308 2.54994 0.21 0.22 0.21
S -2.24639 -1.82521 1.07947 -0.14 -0.16 -0.29
H -2.17504 -0.86743 5.90215 -0.03 -0.04 -0.02
H -0.22176 0.65953 5.63262 0.03 0.02 -0.02
H 0.70657 0.98169 3.36212 -0.02 -0.01 -0.06
N -0.61564 1.91791 0.34865 0.14 0.00 0.01
S -2.15923 2.20660 0.56873 -0.35 0.33 0.15
C -2.40847 3.15165 2.07148 0.10 -0.13 -0.25
C -2.95358 2.47578 3.15177 -0.02 -0.06 -0.03
C -3.10251 3.14609 4.35745 0.01 0.04 0.05
C -2.70088 4.46978 4.46885 -0.02 -0.06 -0.01
C -2.15175 5.13332 3.37719 0.03 0.02 -0.07
C -2.00408 4.47632 2.16621 -0.01 0.04 0.09
C -2.70925 3.40854 -0.65855 0.26 -0.24 0.06
C -1.86535 3.68702 -1.71937 -0.04 0.03 -0.02
C -2.29825 4.55480 -2.71513 -0.01 -0.02 0.02
C -3.56425 5.11496 -2.64386 0.02 0.00 -0.02
C -4.40483 4.81348 -1.57801 -0.03 -0.02 0.03
C -3.98291 3.95246 -0.57858 -0.04 0.02 0.04
H -0.03003 2.74650 0.40699 -0.02 0.02 0.01
H -3.26058 1.44051 3.05067 0.01 0.00 -0.01
H -3.53524 2.63422 5.20667 0.00 0.00 0.00
H -2.82198 4.99194 5.40846 0.00 0.00 0.00
H -1.84565 6.16725 3.46409 -0.01 0.00 0.03
H -1.59444 4.99373 1.30707 0.00 -0.01 -0.01
H -0.88817 3.22323 -1.76605 0.01 0.02 0.01
H -1.64339 4.78765 -3.54445 -0.01 0.01 -0.01
H -3.90110 5.78856 -3.42038 0.00 0.01 0.00
H -5.39295 5.25003 -1.52319 0.00 0.01 -0.01
H -4.63115 3.71984 0.25785 0.00 0.00 -0.01
C 3.37377 -3.17733 -2.73498 -0.15 -0.12 0.01
C 2.18636 -4.12503 -2.91731 0.18 0.15 0.01
C 1.33570 -4.27931 -1.64363 -0.01 -0.13 -0.01
C 0.11037 -5.17645 -1.91933 -0.04 -0.03 0.12
C -0.77333 -5.39262 -0.69185 0.11 0.03 -0.12
C 2.18466 -4.96631 -0.57823 -0.07 0.06 0.16
O 2.66055 -6.06122 -0.74414 0.04 -0.02 -0.05
N 2.37276 -4.29352 0.62044 -0.02 -0.04 -0.13
C 1.92647 -3.01864 0.91106 -0.03 0.14 -0.10
O 2.18752 -2.49172 1.98493 0.10 -0.14 0.02
N 1.20105 -2.36718 -0.04076 0.14 -0.21 0.28
C 0.85095 -2.91901 -1.21601 -0.23 0.38 0.10
O 0.09957 -2.23406 -1.93770 0.07 -0.12 0.25
H 3.97454 -3.14083 -3.64264 0.01 0.03 0.00
H 4.02319 -3.51319 -1.92271 0.02 0.02 -0.01
H 3.03454 -2.16214 -2.51214 0.05 0.03 -0.01
H 2.53937 -5.11793 -3.19604 -0.04 -0.02 0.00
H 1.53491 -3.75613 -3.71026 -0.04 -0.03 0.00
H 0.48757 -6.13378 -2.28095 0.00 0.02 -0.05
H -0.46371 -4.70522 -2.71755 0.03 0.00 -0.03
H -0.22742 -5.90906 0.10023 -0.03 0.00 0.02
H -1.63253 -6.00783 -0.95500 -0.02 0.00 0.04
H -1.14722 -4.44697 -0.29218 -0.02 -0.01 0.02
H 2.88845 -4.77199 1.34562 0.04 -0.02 -0.03
```
Forces are in eV/Å.

## Properties
E_LUMO: -3.243 eV
HOMO level: -10.329 eV
charge: +1
spin multiplicity: 1
M: 900.82 g mol⁻¹
Kohn-Sham gap: 7.087 eV
E: -3398.8314 Ha

---

2.
Below is C40H36KNO5S5Sb as an isolated structure, with properties calculated with ωB97M-V/def2-TZVPD.

```
89
Properties=species:S:1:pos:R:3:forces:R:3
K 1.19154 1.79981 2.31091 -0.13 0.15 0.12
C -2.56844 -3.06249 3.65822 0.03 -0.01 -0.03
C -1.40491 -2.63745 2.80434 -0.05 0.02 -0.05
C -1.53256 -2.52588 1.42465 -0.03 0.02 0.07
C -0.47499 -2.10218 0.63645 0.04 -0.02 0.02
C 0.73385 -1.78555 1.23372 0.20 0.11 -0.02
C 0.88655 -1.91178 2.60949 0.02 0.00 0.07
C -0.18059 -2.33026 3.38697 0.01 0.04 -0.02
S 2.22462 -1.25450 0.33491 -0.16 -0.23 -0.27
O 2.29245 0.23473 0.53547 0.27 -0.08 -0.25
C 1.76691 -1.72119 -1.32626 0.01 0.05 0.39
C 1.80254 -3.11946 -1.39537 -0.09 0.04 -0.13
C 1.02321 -3.82271 -2.27919 -0.02 0.00 -0.03
C 0.07047 -3.13514 -3.10712 0.07 -0.13 0.07
C -0.82081 -3.82147 -3.93664 -0.05 -0.02 -0.04
C -1.69027 -3.15179 -4.78529 -0.03 -0.05 -0.02
C -1.67246 -1.76107 -4.81756 0.00 0.04 -0.01
C -0.81054 -1.05284 -3.99941 -0.05 -0.04 -0.15
C 0.07181 -1.70749 -3.11130 0.07 0.06 0.06
C 0.97194 -0.98102 -2.26858 0.19 -0.01 -0.02
C 1.38105 0.35655 -2.79667 -0.19 -0.04 0.18
C 2.18932 0.39052 -3.98249 0.06 0.14 -0.10
C 2.73249 -0.79339 -4.53616 0.08 -0.05 -0.14
C 3.50531 -0.75037 -5.66483 -0.05 -0.03 0.08
C 3.77066 0.47869 -6.29860 0.02 0.06 -0.04
C 3.26758 1.63944 -5.78126 0.05 0.00 -0.07
C 2.47314 1.62992 -4.61161 -0.02 -0.22 0.07
C 1.96651 2.82724 -4.04620 -0.05 0.11 0.06
C 1.24281 2.79292 -2.89485 0.15 0.13 -0.17
C 0.95777 1.55339 -2.29334 0.12 -0.23 0.22
S 0.18758 1.58130 -0.68252 -0.52 0.16 -0.26
O 0.73786 2.83328 -0.06011 -0.15 0.00 0.03
C -1.49037 2.01508 -1.18046 0.17 0.15 0.17
C -2.33565 1.04535 -1.69518 0.03 -0.10 0.00
C -3.66482 1.36049 -1.92199 0.00 0.04 -0.01
C -4.16136 2.62930 -1.62927 0.01 0.03 0.00
C -5.62406 2.93597 -1.77855 0.00 -0.05 -0.01
C -3.28845 3.58869 -1.13083 -0.05 0.00 -0.01
C -1.95776 3.28486 -0.88998 0.04 -0.01 -0.01
H -3.48219 -3.12169 3.06723 -0.03 -0.02 0.01
H -2.73173 -2.35195 4.46976 -0.01 0.01 0.02
H -2.38760 -4.04085 4.10874 -0.03 -0.02 0.02
H -2.48263 -2.75510 0.95553 -0.02 -0.01 -0.01
H -0.59974 -2.02537 -0.43253 0.04 0.04 -0.12
H 1.83890 -1.68021 3.07604 0.04 0.04 -0.03
H -0.06637 -2.40330 4.46297 0.03 0.02 0.01
H 2.41801 -3.64974 -0.67332 0.01 -0.04 0.01
H 1.07269 -4.90366 -2.32334 0.00 -0.03 0.00
H -0.80941 -4.90655 -3.91809 0.01 -0.01 0.00
H -2.36861 -3.70506 -5.42359 0.00 -0.02 0.00
H -2.33666 -1.22456 -5.48511 -0.01 0.01 -0.01
H -0.81246 0.02959 -4.03647 0.00 0.01 -0.01
H 2.53462 -1.74042 -4.05261 -0.04 0.00 0.05
H 3.91409 -1.66716 -6.07195 0.00 0.01 0.00
H 4.37986 0.50315 -7.19470 0.00 0.00 0.00
H 3.47867 2.58812 -6.26254 -0.02 0.02 0.02
H 2.18726 3.77082 -4.53218 0.00 0.01 -0.01
H 0.89349 3.69741 -2.41405 -0.01 0.01 0.01
H -1.95598 0.05217 -1.90794 -0.04 -0.02 0.03
H -4.33599 0.60511 -2.31406 0.00 -0.04 -0.01
H -6.03604 2.47713 -2.67875 -0.02 0.01 -0.02
H -5.79844 4.01009 -1.81229 -0.02 0.02 -0.02
H -6.17141 2.54888 -0.91776 -0.04 0.02 0.04
H -3.66943 4.57632 -0.89643 0.00 -0.02 0.02
H -1.28436 4.00762 -0.44697 0.04 0.01 0.01
S -5.33772 4.17143 2.24095 0.08 0.15 -0.05
Sb -3.47719 5.49658 2.24932 0.11 -0.25 0.24
S -2.38564 5.27342 4.46957 -0.24 0.23 0.09
S -1.52300 4.12697 2.94652 -0.03 0.04 -0.34
C 3.24607 -1.83282 5.83733 -0.03 0.14 0.01
C 3.75240 -0.50135 5.29708 0.11 0.10 0.14
C 4.97148 -0.02301 6.09207 -0.11 -0.05 -0.04
O 4.11581 -0.66849 3.93737 0.09 -0.10 -0.14
C 2.65391 0.59932 5.41514 -0.08 -0.23 0.12
O 2.14094 0.76582 6.52552 0.01 0.02 0.10
O 2.40839 1.21739 4.34060 0.25 -0.02 0.06
H 4.02144 -2.59648 5.74760 0.05 -0.01 -0.02
H 2.37232 -2.16362 5.27434 -0.01 -0.01 0.00
H 2.96307 -1.71535 6.88167 -0.03 -0.03 0.03
H 5.77892 -0.75555 6.02504 0.01 -0.04 -0.02
H 4.69670 0.12888 7.13491 0.01 0.02 0.05
H 5.32645 0.92210 5.67895 0.02 0.02 0.00
H 3.70560 0.10097 3.50148 -0.09 0.00 0.01
C -3.49950 1.31348 3.59253 -0.17 0.06 0.05
C -2.31332 0.96519 2.83579 -0.02 0.02 0.04
N -1.36496 0.70136 2.24793 0.05 -0.08 -0.14
H -3.91758 2.25000 3.21307 0.02 -0.01 -0.01
H -3.23895 1.44984 4.64100 0.03 0.00 0.00
H -4.25407 0.53356 3.49506 0.03 -0.06 0.01
```
Forces are in eV/Å.

## Properties
E_LUMO (alpha / beta): 3.946 / 3.942 eV
HOMO level (alpha / beta): -0.689 / -2.936 eV
charge: -2
⟨S²⟩: 0.768
spin multiplicity: 2
M: 931.92 g mol⁻¹
Kohn-Sham gap (alpha / beta): 4.634 / 6.877 eV
E: -4808.1135 Ha

---

Number 1: F_max 0.0132 Eh/bohr. Number 2: F_max 0.0117 Eh/bohr.